20
Properties=species:S:1:pos:R:3:nbo_charge:R:1 method="wB97M-V/def2-TZVPD" total_charge=+1 relative_energy_kj_mol=221.95 spin_multiplicity=2 total_energy_ha=-439.30297 s_squared=0.76 homo_ha="-0.5131 / -0.5131" orbital_gap_ev="7.3 / 5.7" e_lumo_ha="-0.24565 / -0.30272"
C -0.952 0.456 -2.682 -0.50
C 1.014 1.280 -1.784 0.16
N 0.340 0.231 -2.007 -0.09
H -1.176 -0.423 -3.285 0.26
H -0.962 1.460 -3.113 0.26
H -1.842 0.562 -2.045 0.30
H 1.347 1.629 -0.791 0.32
H 1.408 1.851 -2.635 0.26
H -0.819 1.016 2.712 0.46
H -0.515 -0.371 2.326 0.50
O -0.064 0.396 2.716 -0.97
H -0.332 -2.909 2.119 0.47
H -0.732 -2.207 0.984 0.48
O -0.956 -2.215 1.935 -0.95
H 0.813 3.100 1.842 0.48
H 1.315 1.712 2.063 0.51
O 1.336 2.425 1.386 -0.99
H -0.365 -1.616 -1.576 0.46
H 0.137 -2.893 -1.161 0.49
O -0.427 -2.178 -0.807 -0.92